Computed, not measured: a 13-piece molecular cluster, C31H88O31S9 overall in a non-equilibrium geometry, with the ωB97M-V functional and the def2-TZVPD basis.

DFT total energy   -194554.5041 eV
LUMO   -0.00729 Ha
Molar mass   1245.62 g mol⁻¹
Gap between HOMO and LUMO   9.51 eV
Net charge   0

Last column: Mulliken charge in e.
Atoms and positions in Å:
C (-13.0103, -0.3117, 26.9511)  -0.4859
O (-12.5463, -0.8487, 25.7032)  -0.5239
H (-12.1566, -0.0540, 27.5779)  0.3031
H (-13.7161, 0.5124, 26.8469)  0.3277
H (-13.4509, -1.0628, 27.6068)  0.1212
H (-12.2011, -1.7116, 25.9435)  0.2668
C (-17.4879, -2.0423, 24.6707)  -0.0609
O (-18.5240, -2.3356, 23.7128)  -0.5280
H (-16.5978, -2.4365, 24.1805)  0.1192
H (-17.2419, -1.0024, 24.8855)  0.3234
H (-17.5982, -2.4846, 25.6608)  -0.1154
H (-18.3282, -1.8817, 22.8898)  0.3095
C (-20.5683, -6.9402, 27.5800)  -0.9373
O (-19.8439, -6.7090, 28.7671)  0.1967
H (-20.8008, -7.9924, 27.4159)  0.3074
H (-21.4663, -6.3233, 27.5464)  0.2651
H (-20.0476, -6.6533, 26.6664)  0.3201
H (-19.0682, -7.2724, 28.7174)  -0.0093
C (-10.8886, -4.2932, 27.3626)  -0.4834
O (-11.4808, -3.7010, 26.2091)  -0.4034
H (-10.4297, -3.4904, 27.9396)  0.2491
H (-11.6944, -4.7797, 27.9122)  0.1454
H (-10.0579, -4.9715, 27.1681)  0.2596
H (-11.8899, -4.4428, 25.7575)  0.3624
O (-17.4549, -7.7576, 28.7050)  -0.4779
S (-16.3222, -6.8740, 28.9707)  1.0812
O (-14.9794, -7.4539, 29.2502)  -0.6845
O (-16.1762, -5.9042, 27.6391)  -0.2721
C (-14.9444, -5.1353, 27.4662)  -0.3457
C (-15.2929, -3.8903, 26.6243)  -1.0941
C (-16.8473, -5.5733, 30.1264)  -0.3225
H (-14.3227, -5.8437, 26.9187)  0.1589
H (-14.4450, -5.0047, 28.4263)  0.5579
H (-14.4869, -3.6143, 25.9443)  0.2831
H (-15.5915, -2.9889, 27.1594)  0.4230
H (-16.1361, -4.2530, 26.0364)  0.2846
H (-17.5581, -4.8639, 29.7026)  0.1788
H (-16.0280, -4.8666, 30.2584)  0.4011
H (-17.0936, -5.9464, 31.1205)  -0.2452
O (-19.3791, -9.3263, 25.2123)  -0.5806
S (-19.1021, -10.7712, 25.4467)  1.1753
O (-20.1365, -11.7683, 25.4034)  -0.6578
O (-17.8168, -11.2557, 24.5586)  -0.1822
C (-17.9902, -11.9825, 23.3894)  -0.3759
C (-16.8540, -12.9851, 23.3704)  -1.1251
C (-18.2732, -10.7862, 27.0888)  -0.2198
H (-18.0782, -11.3136, 22.5333)  0.3211
H (-18.9523, -12.4906, 23.3232)  0.3973
H (-16.9504, -13.5877, 24.2736)  0.2833
H (-15.8350, -12.5980, 23.3655)  0.2423
H (-16.9279, -13.6206, 22.4879)  0.3982
H (-18.7644, -10.0849, 27.7633)  0.1356
H (-17.2688, -10.4360, 26.8509)  -0.1931
H (-18.1554, -11.7843, 27.5109)  0.3635
O (-15.3326, -4.5386, 23.1578)  -0.5750
S (-14.1899, -5.4275, 23.2669)  1.0421
O (-13.1742, -5.0418, 24.2932)  -0.6251
O (-14.8376, -6.8518, 23.6003)  -0.2565
C (-14.1630, -7.9608, 24.1218)  -0.6513
C (-15.1440, -8.8137, 25.0494)  -0.2778
C (-13.4950, -5.9525, 21.6383)  -1.1221
H (-13.2624, -7.6935, 24.6746)  0.3821
H (-13.8620, -8.4591, 23.2003)  0.4222
H (-16.1001, -8.9099, 24.5349)  0.2584
H (-15.4116, -8.3129, 25.9798)  -0.2724
H (-14.8069, -9.8387, 25.2034)  0.3339
H (-14.1762, -6.6704, 21.1814)  0.3628
H (-12.5270, -6.4375, 21.7634)  0.3596
H (-13.3589, -5.0418, 21.0549)  0.3953
O (-18.9188, -5.3357, 32.5681)  -0.2131
S (-19.6089, -5.7714, 33.7816)  0.8347
O (-19.4018, -7.0885, 34.3707)  -0.5646
O (-19.3491, -4.6043, 34.9092)  -0.2046
C (-20.1973, -4.6318, 36.0400)  0.0195
C (-19.4270, -4.1589, 37.2858)  -1.4651
C (-21.4083, -5.4893, 33.4629)  -1.0826
H (-20.5495, -5.6554, 36.1673)  0.2564
H (-21.0255, -3.9328, 35.9228)  0.2722
H (-20.0856, -4.0264, 38.1441)  0.3931
H (-18.9959, -3.1864, 37.0482)  0.3282
H (-18.5991, -4.8242, 37.5309)  0.3276
H (-22.0002, -5.7011, 34.3534)  0.5211
H (-21.7139, -5.9595, 32.5282)  0.3682
H (-21.5191, -4.4326, 33.2197)  0.2451
O (-14.8963, -2.7432, 30.5000)  -0.4285
S (-14.5050, -1.8513, 31.5728)  0.9481
O (-13.4941, -2.2399, 32.5739)  -0.6657
O (-13.9065, -0.4728, 30.8134)  -0.2196
C (-13.2714, 0.5441, 31.5144)  -0.1633
C (-13.4876, 1.8164, 30.6840)  -1.0701
C (-16.0101, -1.2207, 32.4488)  -0.8908
H (-12.2054, 0.3533, 31.6381)  0.2547
H (-13.6775, 0.6763, 32.5173)  0.3162
H (-12.8889, 2.6820, 30.9676)  0.3863
H (-14.5331, 2.1244, 30.6711)  0.2878
H (-13.1653, 1.6748, 29.6524)  0.1775
H (-16.6507, -0.8503, 31.6484)  0.2650
H (-15.6997, -0.3850, 33.0759)  0.4283
H (-16.4161, -2.0517, 33.0255)  0.3105
O (-22.9585, -3.0712, 29.4404)  -0.6239
S (-21.8897, -2.1938, 28.9685)  1.2403
O (-22.2379, -1.1847, 27.9622)  -0.6218
O (-21.1727, -1.5033, 30.3493)  -0.4044
C (-20.9203, -2.3713, 31.5141)  -0.1023
C (-19.7356, -1.8523, 32.2550)  -0.8776
C (-20.5238, -3.1369, 28.3737)  -0.6477
H (-20.7951, -3.4100, 31.2080)  0.1144
H (-21.8582, -2.2091, 32.0452)  0.3660
H (-18.9692, -1.8358, 31.4802)  0.1364
H (-19.4898, -2.4354, 33.1425)  0.2198
H (-19.9515, -0.8540, 32.6356)  0.4733
H (-19.7482, -2.4553, 28.0243)  0.3384
H (-20.8333, -3.6482, 27.4622)  0.4418
H (-20.2141, -3.9411, 29.0411)  -0.0503
O (-20.5794, -10.7327, 32.2436)  -0.6571
S (-20.7814, -9.4905, 31.5050)  1.1543
O (-21.6183, -9.4761, 30.3084)  -0.6694
O (-21.5151, -8.5121, 32.5331)  -0.2289
C (-22.4813, -9.0760, 33.4546)  -0.5129
C (-21.8786, -9.1709, 34.8019)  -0.7021
C (-19.1838, -8.6469, 31.3231)  0.1783
H (-22.8731, -10.0022, 33.0341)  0.4660
H (-23.2941, -8.3550, 33.5419)  0.3357
H (-21.0086, -9.8085, 34.9591)  0.2499
H (-22.6446, -9.5072, 35.5007)  0.4607
H (-21.5999, -8.1605, 35.1009)  -0.0620
H (-18.7403, -8.6621, 32.3187)  0.0637
H (-19.4164, -7.6062, 31.0971)  -0.1393
H (-18.5240, -9.1602, 30.6235)  0.1197
O (-16.6374, -11.5789, 34.1887)  -0.5518
S (-15.2084, -11.3823, 34.2825)  1.2622
O (-14.2954, -12.4196, 33.7992)  -0.6142
O (-14.8487, -9.8931, 33.5989)  -0.2908
C (-15.6595, -8.8360, 34.1730)  -0.3480
C (-15.7563, -7.7655, 33.1262)  -0.7939
C (-14.7608, -11.0251, 36.0537)  -1.1054
H (-15.0976, -8.4670, 35.0310)  0.2965
H (-16.6932, -9.0920, 34.4054)  0.5128
H (-16.3089, -8.1603, 32.2737)  -0.2169
H (-14.7575, -7.4720, 32.8032)  0.4582
H (-16.2791, -6.8556, 33.4209)  0.2409
H (-13.8686, -10.4041, 35.9738)  0.3785
H (-14.5389, -11.9416, 36.6005)  0.3887
H (-15.4363, -10.4019, 36.6397)  0.3250
O (-13.8155, -12.9754, 28.5828)  -0.6647
S (-14.6823, -11.9337, 27.9872)  1.0005
O (-15.0584, -12.0222, 26.5651)  -0.4420
O (-16.0694, -11.8440, 28.8833)  -0.1757
C (-16.0423, -11.9546, 30.2871)  -0.0667
C (-17.3870, -12.5190, 30.7098)  -1.3022
C (-13.9554, -10.2898, 28.3964)  -0.5722
H (-15.8920, -11.0060, 30.8025)  0.0854
H (-15.2307, -12.6282, 30.5625)  0.5381
H (-17.7700, -13.4515, 30.2952)  0.3828
H (-18.1582, -11.7487, 30.7080)  0.1745
H (-17.2562, -12.7140, 31.7742)  0.3726
H (-12.9621, -10.4010, 27.9614)  0.5092
H (-13.9448, -10.0943, 29.4686)  0.2861
H (-14.5971, -9.5618, 27.9001)  -0.1132